# 1
The following is a quantum chemistry calculation of the molecule C16H14O5 in a non-equilibrium geometry, from the Open Molecules 2025 dataset.

The geometry in XYZ format:
```
35
Properties=species:S:1:pos:R:3:forces:R:3:lowdin_charge:R:1
O 3.037800 0.528214 0.597371 -1.53 -0.86 -0.11 0.110
O -1.114344 -2.715298 1.113419 0.57 0.16 0.13 0.107
O -2.688538 4.328400 -3.421715 0.21 -1.01 0.62 0.040
O 1.069340 0.724535 -1.322444 0.22 -0.82 1.22 0.070
O 1.145384 -2.971722 2.979548 -0.31 0.83 -0.62 -0.082
C 2.043135 -0.206277 0.719884 2.82 1.78 0.31 -0.262
C -0.129749 -1.996935 0.993736 -0.86 -0.82 0.65 -0.253
C 0.987076 -2.028816 1.983633 2.10 0.54 0.72 -0.107
C 0.958912 -0.164181 -0.268264 -2.45 -1.27 -0.51 -0.083
C 2.009291 -1.099696 1.886947 -1.76 -1.66 0.47 -0.108
C -0.084720 -1.056024 -0.124439 1.59 1.76 -1.49 -0.062
C -0.396373 3.630471 -2.997595 -0.09 -0.86 -0.19 -0.020
C 0.505678 2.708447 -2.434114 -0.38 -0.06 0.23 0.016
C -2.237853 2.404567 -2.036768 0.72 0.91 -1.06 0.038
C -1.770861 3.442254 -2.874709 -0.09 -0.02 0.97 -0.297
C 0.065220 1.577296 -1.732400 -1.57 1.33 -0.47 -0.182
C -1.340808 1.454401 -1.526671 0.03 0.23 0.50 -0.131
C 0.106989 -3.856276 3.400257 -0.42 -0.62 -0.82 -0.059
C 3.119021 -1.040536 2.910611 0.46 -0.37 -0.61 -0.016
C -1.241836 -0.987367 -1.084983 0.07 -0.48 -0.30 -0.102
C -1.983845 0.317875 -0.775357 1.03 -0.29 -0.45 -0.125
H -2.248967 4.887678 -4.057871 0.25 0.26 -0.23 0.090
H -0.078152 4.450598 -3.628013 0.42 0.07 0.18 0.110
H 1.578220 2.862326 -2.462267 -0.06 0.05 -0.30 0.123
H -3.315749 2.388966 -1.839089 0.49 -0.39 -0.03 0.132
H -0.795634 -3.310988 3.684699 0.12 -0.11 0.00 0.094
H 0.475505 -4.468994 4.234246 0.16 0.56 -0.19 0.095
H -0.122042 -4.545386 2.568738 -0.16 0.29 0.43 0.094
H 2.875185 -1.627120 3.803523 -0.06 0.27 -0.32 0.081
H 4.051548 -1.470594 2.478202 -0.55 0.27 0.23 0.105
H 3.353452 -0.008549 3.169013 -0.08 -0.02 -0.01 0.084
H -0.880930 -1.009092 -2.150294 -0.24 0.16 0.99 0.152
H -1.935104 -1.828464 -0.974680 0.41 0.06 0.21 0.117
H -2.980781 0.238097 -1.111625 -1.23 -0.06 -0.40 0.097
H -2.035472 0.448188 0.299470 0.15 0.22 0.24 0.132
```
Forces are in eV/Å.

HOMO-LUMO gap in eV: 6.92
SMILES string: COC1=C(C)C(=O)C2=C(CCc3cc(O)ccc3O2)C1=O
Relative energy (zero: lowest compared OMol25 entry of this formula, charge and spin) in kcal per mole: 11.88

# 2
The following is a quantum chemistry calculation of a structure of composition C16H15ClIrO4, from the Open Molecules 2025 dataset.

The geometry in XYZ format:
```
37
Properties=species:S:1:pos:R:3:forces:R:3:lowdin_charge:R:1
Ir -0.620107 0.469956 0.798161 -0.21 0.15 -0.04 1.483
C -2.934579 1.697006 -1.400698 0.01 0.03 0.05 0.009
C -2.472612 1.511801 0.016813 -0.12 -0.21 -0.02 -0.315
C -2.831212 0.347822 0.748037 -0.06 0.12 -0.21 -0.114
C -2.521987 0.230871 2.128326 0.20 -0.21 0.40 -0.093
C -1.750433 1.187379 2.790064 -0.19 -0.32 -0.25 -0.089
C -1.258595 2.268277 2.017095 0.27 0.01 -0.19 -0.111
C -1.627164 2.452842 0.663770 -0.03 0.16 0.20 -0.106
H -2.300025 1.167872 -2.110045 0.00 -0.02 0.03 0.089
H -2.934869 2.753025 -1.661827 0.02 0.00 -0.02 0.104
H -3.944117 1.305504 -1.511802 -0.02 0.03 0.01 0.103
H -3.400414 -0.432446 0.263071 0.01 0.01 -0.02 0.146
H -2.815613 -0.671757 2.648910 0.00 0.01 -0.01 0.141
H -1.468257 1.051024 3.822365 0.00 0.08 0.03 0.132
H -0.557609 2.955118 2.473766 0.01 0.04 -0.10 0.141
H -1.242883 3.297572 0.111712 0.00 0.00 0.00 0.142
Cl 4.833535 -4.122134 -0.488376 0.00 0.00 0.00 0.706
C 3.375670 -3.294088 -0.073413 -0.04 0.00 0.00 -0.660
C 2.164294 -4.013634 -0.007202 0.02 -0.01 -0.01 -0.047
C 0.989126 -3.397836 0.322014 -0.04 0.00 0.01 0.023
C 0.942276 -2.012269 0.583302 0.14 -0.07 0.04 -0.316
O -0.208784 -1.497173 0.912524 -0.06 0.24 -0.25 -0.173
C 2.167956 -1.293127 0.530159 -0.02 -0.12 -0.09 -0.132
C 2.276372 0.056763 0.897736 0.01 0.18 0.14 -0.124
O 1.354777 0.877791 1.142966 -0.05 -0.10 -0.07 -0.120
C 3.378596 -1.964752 0.202240 0.03 0.01 0.00 -0.042
H 2.176933 -5.073354 -0.226422 -0.01 0.00 0.01 0.120
H 0.063019 -3.953355 0.368208 0.00 0.00 0.00 0.130
H 3.281355 0.470679 1.010648 0.01 -0.02 0.03 0.154
H 4.304637 -1.404354 0.174504 -0.01 0.00 0.00 0.124
C 0.770476 1.820526 -2.879658 0.01 0.01 -0.06 -0.019
O 0.325809 1.669903 -1.512702 0.03 -0.10 -0.01 -0.122
C -0.063359 0.420904 -1.175712 0.25 0.30 0.05 -0.557
O -0.090772 -0.485115 -1.953725 -0.16 -0.19 0.31 0.097
H 1.149858 2.834140 -2.953548 0.00 0.00 0.01 0.098
H -0.061206 1.672055 -3.566535 -0.01 -0.01 0.02 0.098
H 1.549907 1.096569 -3.104725 0.01 0.01 0.01 0.100
```
Forces are in eV/Å.

Charge: +1
HOMO-LUMO gap in eV: 7.27
Relative energy (zero: lowest compared OMol25 entry of this formula, charge and spin) in kcal per mole: 0.00

# 3
The following is a quantum chemistry calculation of the molecule C16H15ClN4O2 in a non-equilibrium geometry, from the Open Molecules 2025 dataset.

The geometry in XYZ format:
```
38
Properties=species:S:1:pos:R:3:forces:R:3:lowdin_charge:R:1
O 0.492126 1.921855 1.377880 -0.52 -1.34 -0.40 0.071
Cl 0.513915 -4.699571 -2.061250 -0.21 0.52 0.16 0.645
N -3.814700 2.388831 -1.473078 2.08 2.08 -0.76 0.000
O -5.184012 2.065098 -1.510854 0.46 -1.28 1.02 -0.077
C 0.225361 0.903187 0.736615 0.93 2.83 0.89 -0.406
C -2.977324 1.665188 -0.784052 -3.74 -0.54 -1.36 -0.351
C 4.305350 -0.703450 3.290867 -1.41 0.28 0.55 -0.072
C 3.148564 -0.067464 3.800771 0.42 -1.07 -1.79 -0.053
C 4.236748 -1.336195 2.062947 0.63 0.64 0.52 -0.089
C -0.845318 -2.332264 -2.408459 0.47 0.45 0.85 -0.097
C 1.981676 -0.046587 3.022849 0.03 0.92 0.81 -0.006
C 3.116765 -1.193275 1.293440 -0.44 -0.64 -1.65 -0.044
C 0.646689 -2.465065 -0.499213 0.37 -0.35 0.52 -0.039
C -1.159292 -0.996226 -2.051061 0.23 -0.27 0.32 -0.002
C 0.059435 -3.063580 -1.623123 -0.26 1.07 0.02 -0.654
C 1.972923 -0.545832 1.714872 -0.06 0.27 1.08 -0.170
C 0.356681 -1.145274 -0.142135 -0.19 -0.94 -1.56 -0.130
C -0.541672 -0.393939 -0.939110 -0.08 -0.75 -0.10 -0.137
N -3.527505 0.592915 -0.119762 1.26 -0.47 0.59 0.145
N 0.843574 -0.335892 0.871203 -0.37 -0.07 -0.15 0.108
N -0.625768 0.882562 -0.348084 -1.07 -1.05 -0.33 0.067
C -0.925859 2.553749 -2.110138 0.27 -0.02 0.34 -0.029
C -1.491219 2.007075 -0.777731 0.78 0.51 0.02 -0.212
H -5.669329 2.817936 -1.885280 0.97 -0.09 0.10 0.097
H 5.185158 -0.707748 3.887611 0.66 -0.10 0.28 0.091
H 3.166799 0.402820 4.758417 -0.05 0.19 0.45 0.095
H 5.082906 -1.829648 1.606647 0.13 -0.07 0.25 0.108
H -1.278294 -2.789360 -3.286303 -0.10 0.08 0.02 0.101
H 1.143701 0.501129 3.475288 0.14 -0.43 -0.66 0.121
H 3.213100 -1.616588 0.297617 -0.46 0.15 -0.04 0.116
H 1.336515 -3.056696 0.107372 -0.21 0.23 -0.20 0.110
H -1.902886 -0.466727 -2.640020 0.19 0.05 0.07 0.111
H -2.895711 -0.175480 0.082921 -0.53 0.10 0.02 0.089
H -4.482997 0.380432 -0.391170 0.42 -0.05 0.14 0.092
H 0.175245 2.721959 -1.995928 -0.97 -0.15 -0.02 0.103
H -1.406939 3.491444 -2.378066 -0.05 -0.02 0.05 0.075
H -1.100099 1.847276 -2.916676 0.06 -0.07 -0.11 0.067
H -1.374308 2.823402 -0.045819 0.21 -0.61 0.06 0.155
```
Forces are in eV/Å.

HOMO-LUMO gap in eV: 9.02
SMILES string: C[C@@H](/C(N)=N/O)n1c(=O)n(-c2ccccc2)c2cc(Cl)ccc21
Relative energy (zero: lowest compared OMol25 entry of this formula, charge and spin) in kcal per mole: 0.00

# 4
The following is a quantum chemistry calculation of a structure of composition C16H15ClSeSn in a non-equilibrium geometry, from the Open Molecules 2025 dataset.

The geometry in XYZ format:
```
34
Properties=species:S:1:pos:R:3:forces:R:3:lowdin_charge:R:1
C 2.290407 -0.673942 1.307929 0.40 1.06 -0.71 -0.343
C 2.596530 0.428170 0.438026 0.84 -0.29 0.38 -0.172
C 2.558998 -0.040896 -0.897971 0.23 0.41 -0.12 -0.186
H 2.945084 1.454550 0.717149 -0.55 -1.15 -0.06 0.086
C 2.084770 -1.359220 -0.908391 0.68 -0.41 0.46 -0.186
C 1.931204 -1.784647 0.461469 0.83 0.24 -1.16 -0.415
H 1.611105 -2.784318 0.758278 0.38 0.17 -0.04 0.043
H 2.252459 -0.611993 2.406419 0.05 -0.14 -0.65 0.061
H 2.948287 0.526040 -1.775369 -0.82 -0.44 0.76 0.086
H 2.014015 -1.978201 -1.819360 -0.24 0.29 0.75 0.082
Sn -0.239764 -1.204882 1.463193 1.24 1.83 0.48 0.828
Cl -0.960581 0.692142 3.023693 -0.36 0.71 0.51 -0.298
C -2.039350 1.395568 -0.880077 1.00 -0.15 0.86 -0.239
C -1.740687 0.783258 -2.122236 -0.15 0.15 0.34 -0.250
C -0.675737 1.492490 -2.724184 -0.14 -0.82 -0.58 -0.249
H -2.165644 -0.167232 -2.423657 -0.03 0.12 -0.31 0.035
C -0.272334 2.508972 -1.860595 0.05 0.56 1.23 -0.248
C -1.079278 2.447318 -0.690458 -0.41 -0.51 -0.26 -0.222
H -0.917005 2.959319 0.262394 -0.09 0.04 -0.45 0.048
H -2.631540 0.947904 -0.046259 0.24 0.51 -0.88 0.050
H -0.158743 1.174720 -3.635622 -0.21 0.23 0.20 0.049
H 0.610354 3.147613 -1.940850 -0.25 -0.14 -0.21 0.049
Se -1.574665 -2.637400 -0.197798 -1.48 -0.90 0.41 0.499
C -2.277546 -2.689427 1.672449 -0.51 -0.71 -1.78 -0.791
C -1.484810 -3.284151 2.675255 -1.11 0.11 0.18 -0.274
C -1.890137 -3.123025 4.001203 -0.23 -0.24 0.24 -0.124
C -3.023083 -2.361208 4.299208 -0.07 -0.07 0.43 -0.122
C -3.796228 -1.778278 3.287503 -0.14 -0.13 0.11 -0.114
C -3.425368 -1.933494 1.957726 0.33 -0.71 0.36 -0.165
H -0.633557 -3.905154 2.407378 -0.19 0.16 0.02 0.087
H -1.324940 -3.636164 4.790669 -0.26 0.41 -0.22 0.098
H -3.322233 -2.228425 5.351080 0.17 -0.07 -0.57 0.094
H -4.718955 -1.234162 3.520950 0.49 -0.10 0.06 0.099
H -4.011109 -1.512143 1.141413 0.29 0.00 0.22 0.101
```
Forces are in eV/Å.

Charge: -2
HOMO-LUMO gap in eV: 4.69
Relative energy (zero: lowest compared OMol25 entry of this formula, charge and spin) in kcal per mole: 17.38